A molecular structure, C35H53N2O4SiTeTl, computed with ωB97M-V with the def2-TZVPD basis set.

Results
total charge = +1
orbital gap (spin up / spin down) = 0.321 / 0.259 Eh
multiplicity = 2
<S²> = 0.7955

Positions of all 97 atoms, in Å:
Tl  1.9326  -0.3830  -1.4425
C  2.1613  -3.5156  -3.8419
O  1.1568  -2.7234  -3.2311
C  0.1099  -3.4843  -2.6565
C  0.4222  -3.9151  -1.2446
O  0.4147  -2.7672  -0.4112
C  0.8327  -3.0555  0.9168
C  0.6500  -1.8262  1.7692
O  1.3820  -0.7547  1.2037
C  1.5614  0.3362  2.0992
H  1.7457  -4.0949  -4.6712
H  2.6346  -4.1990  -3.1295
H  2.9166  -2.8344  -4.2281
H  -0.1092  -4.3642  -3.2710
H  -0.7769  -2.8459  -2.6451
H  1.4001  -4.4111  -1.1971
H  -0.3342  -4.6315  -0.9004
H  1.8881  -3.3579  0.9213
H  0.2416  -3.8772  1.3382
H  1.0128  -2.0449  2.7804
H  -0.4092  -1.5516  1.8423
H  0.5973  0.6923  2.4688
H  2.0540  1.1335  1.5480
H  2.1869  0.0361  2.9449
C  0.5339  3.6225  -1.9676
C  -0.1428  2.4433  -1.3235
O  0.5414  1.6343  -0.6305
N  -1.4463  2.3478  -1.4793
Te  -1.9745  0.6154  -0.6420
C  -2.2543  0.8199  1.4497
C  -1.8583  1.9217  2.2151
C  -1.1920  3.1442  1.6453
C  -2.0773  1.8727  3.5898
C  -2.6568  0.7769  4.2120
C  -2.8694  0.7468  5.6996
C  -3.0330  -0.3029  3.4211
C  -2.8431  -0.3046  2.0463
C  -3.2953  -1.5052  1.2507
C  -3.9938  0.7395  -1.2461
C  -4.4671  -0.3094  -2.0459
C  -3.5900  -1.4486  -2.5121
C  -5.7950  -0.2887  -2.4546
C  -6.6519  0.7419  -2.0940
C  -8.0855  0.7570  -2.5431
C  -6.1467  1.7768  -1.3155
C  -4.8281  1.8038  -0.8818
C  -4.3530  2.9820  -0.0786
H  0.8015  4.3296  -1.1785
H  -0.1189  4.1158  -2.6810
H  1.4561  3.3038  -2.4547
H  -1.7130  3.5297  0.7773
H  -0.1693  2.9097  1.3386
H  -1.1515  3.9312  2.3966
H  -1.7850  2.7275  4.1895
H  -2.6600  1.7156  6.1495
H  -2.2158  0.0083  6.1679
H  -3.8963  0.4716  5.9414
H  -3.4912  -1.1700  3.8849
H  -3.6109  -2.3054  1.9177
H  -2.4935  -1.9042  0.6193
H  -4.1413  -1.2584  0.6048
H  -2.7805  -1.0907  -3.1541
H  -4.1749  -2.1645  -3.0872
H  -3.1323  -1.9941  -1.6833
H  -6.1663  -1.0967  -3.0746
H  -8.3218  -0.1159  -3.1491
H  -8.2970  1.6495  -3.1336
H  -8.7582  0.7682  -1.6842
H  -6.7972  2.6018  -1.0459
H  -5.1104  3.7638  -0.0695
H  -3.4403  3.3936  -0.5080
H  -4.1498  2.7041  0.9587
C  7.0280  -1.5465  0.1698
Si  5.1683  -1.4388  0.2863
C  4.6145  -1.7986  2.0295
C  4.4528  -2.7130  -0.8855
N  4.4002  0.0825  -0.1352
C  4.8541  1.3195  -0.2757
C  6.2423  1.6776  -0.2857
C  6.6340  2.9840  -0.4429
C  5.6857  3.9997  -0.5860
C  4.3217  3.6916  -0.5741
C  3.9093  2.3915  -0.4287
H  7.3211  -2.5736  0.4061
H  7.5370  -0.8957  0.8829
H  7.3998  -1.3291  -0.8336
H  4.9452  -2.7932  2.3395
H  3.5259  -1.7595  2.0878
H  5.0216  -1.0731  2.7370
H  4.9090  -3.6865  -0.6845
H  4.6605  -2.4645  -1.9294
H  3.3712  -2.8323  -0.7725
H  6.9847  0.9012  -0.1828
H  7.6878  3.2290  -0.4569
H  6.0077  5.0255  -0.7053
H  3.5900  4.4827  -0.6766
H  2.8520  2.1483  -0.4039

---

4 unconnected molecules or ions with the total composition C35H53N7O2, computed with ωB97M-V with the def2-TZVPD basis set.

Results
SMILES = [H]/N=C(/C)Cc1cc(CN)cc2nc(CC)c(CCCCCCOC(=O)C=C)nc12.CCCC#N.CCCC#N.CCCC#N
total charge = 0
orbital gap = 0.320 Eh

Positions of all 97 atoms, in Å:
H  -0.8275  1.9721  0.8433
N  -1.1794  2.4472  0.0093
C  -0.4047  3.4072  -0.2907
C  -0.7245  4.2644  -1.4840
C  0.8239  3.7392  0.5406
C  1.9234  2.7042  0.5364
C  2.4840  2.3119  1.7152
C  3.5361  1.3666  1.7814
C  4.0939  0.9518  3.1219
N  3.5359  -0.3093  3.6383
C  4.0054  0.8261  0.6202
C  3.4550  1.1996  -0.6143
N  3.9583  0.6619  -1.7576
C  3.4178  1.0120  -2.8885
C  4.0019  0.4154  -4.1472
C  5.4635  0.0042  -3.9811
C  2.2994  1.9219  -2.9270
C  1.5478  2.2663  -4.1875
C  0.1682  1.5891  -4.1540
C  0.2961  0.0624  -4.2084
C  -0.8460  -0.6728  -4.9403
C  -0.3625  -1.4272  -6.1984
C  -0.1819  -2.9043  -5.9289
O  0.6476  -3.1019  -4.7658
C  1.9702  -3.0571  -4.9654
O  2.4906  -2.7158  -6.0043
C  2.7606  -3.4163  -3.7616
C  2.4719  -2.9699  -2.5486
N  1.8367  2.4682  -1.8410
C  2.4030  2.1278  -0.6555
H  -0.5224  3.7219  -2.4042
H  -0.1001  5.1568  -1.5004
H  -1.7658  4.5782  -1.4567
H  1.2325  4.7134  0.2705
H  0.4928  3.8241  1.5779
H  2.1141  2.7320  2.6438
H  3.8833  1.7367  3.8484
H  5.1776  0.8614  3.0491
H  3.7072  -1.0231  2.9353
H  2.5234  -0.2131  3.6482
H  4.8053  0.0956  0.6269
H  3.4079  -0.4463  -4.4558
H  3.9704  1.1618  -4.9404
H  5.5893  -0.7741  -3.2355
H  6.0516  0.8797  -3.7070
H  5.8546  -0.3549  -4.9329
H  1.4352  3.3479  -4.2548
H  2.0703  1.9132  -5.0732
H  -0.3220  1.8587  -3.2180
H  -0.4476  1.9342  -4.9857
H  1.2339  -0.2286  -4.6821
H  0.3253  -0.3252  -3.1877
H  -1.6432  0.0129  -5.2280
H  -1.2956  -1.3961  -4.2591
H  -1.0777  -1.2895  -7.0110
H  0.5841  -1.0103  -6.5406
H  -1.1352  -3.3625  -5.6748
H  0.2521  -3.4190  -6.7844
H  3.6435  -4.0192  -3.9262
H  3.1091  -3.1741  -1.7004
H  1.5892  -2.3696  -2.3677
C  1.4471  -4.6015  5.8502
C  2.3352  -3.7577  6.7565
C  1.6238  -2.5096  7.2925
C  1.2005  -1.6286  6.2062
N  0.8678  -0.9573  5.3377
H  1.1441  -4.0443  4.9628
H  1.9776  -5.4926  5.5157
H  0.5443  -4.9241  6.3722
H  3.2313  -3.4520  6.2140
H  2.6647  -4.3550  7.6081
H  2.2848  -1.9427  7.9487
H  0.7404  -2.7892  7.8691
C  -2.1476  0.8131  4.1756
C  -2.9085  0.7021  2.8599
C  -3.7470  1.9490  2.5498
C  -4.7575  2.1832  3.5814
N  -5.5608  2.3454  4.3849
H  -2.8312  0.9108  5.0207
H  -1.5350  -0.0711  4.3438
H  -1.4837  1.6810  4.1752
H  -3.5589  -0.1744  2.8808
H  -2.2056  0.5547  2.0387
H  -4.2525  1.8367  1.5903
H  -3.1092  2.8323  2.4850
C  -7.9901  0.3035  2.5386
C  -7.8755  -0.0008  1.0504
C  -7.7284  -1.4990  0.7603
C  -6.5191  -2.0415  1.3809
N  -5.5692  -2.4668  1.8647
H  -7.0963  -0.0051  3.0812
H  -8.1114  1.3734  2.7022
H  -8.8491  -0.2055  2.9804
H  -7.0167  0.5274  0.6310
H  -8.7601  0.3694  0.5293
H  -7.6672  -1.6817  -0.3131
H  -8.5890  -2.0494  1.1439